(1)
Formula: C31H32B2ClF4N7O8Sr
Source: the Open Molecules 2025 dataset
Level of theory: the ωB97M-V functional and the def2-TZVPD basis

The geometry in XYZ format:
```
86
Properties=species:S:1:pos:R:3:forces:R:3
Sr -0.79067 -0.36384 -0.57832 1.46 0.55 -0.27
C 1.85571 -2.55315 3.71826 0.01 -0.02 0.04
C 1.23836 -2.28856 2.38367 -0.23 -0.09 0.05
N 1.83329 -1.64632 1.45746 0.29 -0.02 0.12
O 2.98160 -1.04989 1.60933 -0.27 0.04 0.00
B 3.95176 -1.28925 0.43770 -0.13 0.21 -0.48
F 4.17214 -2.62886 0.29656 -0.01 -0.27 0.04
F 5.05410 -0.53611 0.69540 0.14 0.11 0.11
O 3.26232 -0.70755 -0.74690 0.11 -0.01 0.21
N 2.08462 -1.30681 -1.03614 -0.35 -0.29 0.02
C 2.04905 -2.13834 -2.01664 0.16 0.18 0.02
C 3.23569 -2.42590 -2.87658 0.03 -0.07 -0.05
C 0.76285 -2.82686 -2.31576 -0.02 0.12 0.12
N -0.11803 -2.68957 -1.40335 -0.02 -0.56 0.06
O -1.29779 -3.29852 -1.61340 0.01 0.08 0.05
B -2.08927 -3.51699 -0.34416 0.33 0.03 -0.13
F -3.40894 -3.51126 -0.68481 -0.15 -0.03 0.01
F -1.65162 -4.69812 0.23475 0.05 -0.13 0.13
O -1.90561 -2.38001 0.65564 0.13 -0.12 0.03
N -0.62956 -2.11550 1.09545 -0.29 -0.61 0.72
C -0.14948 -2.76062 2.08107 0.22 0.23 -0.29
C -0.80614 -3.82014 2.89065 -0.07 -0.05 0.00
C 0.50700 -3.59032 -3.57006 0.02 -0.03 -0.04
H 2.87165 -2.17257 3.76673 -0.02 0.00 -0.02
H 1.85651 -3.62687 3.91210 0.01 0.01 0.00
H 1.24772 -2.07840 4.49448 0.01 0.00 -0.03
H 4.13526 -1.97275 -2.47474 -0.03 0.00 0.01
H 3.05928 -2.04983 -3.88679 0.00 0.00 0.00
H 3.37022 -3.50614 -2.94924 0.03 0.01 -0.01
H -1.85114 -3.89362 2.60251 0.02 -0.01 0.03
H -0.72372 -3.58438 3.95269 0.00 0.00 0.02
H -0.33934 -4.78962 2.71409 0.01 -0.01 -0.02
H 1.40667 -3.74931 -4.15645 0.01 0.00 -0.03
H -0.22222 -3.03599 -4.16556 -0.02 0.00 -0.01
H 0.05131 -4.54995 -3.32859 0.00 -0.01 0.01
C 3.16362 2.32982 0.96916 -0.07 0.18 -0.05
C 1.96510 1.92258 0.18772 0.38 0.02 -0.08
N 0.89058 1.45208 0.74355 -1.09 -0.51 -0.16
N 0.62234 1.53557 2.01101 0.30 0.24 0.13
C -0.54383 0.80835 2.35650 -0.09 0.25 -0.08
O -1.42379 0.55345 1.54959 0.11 0.45 0.74
C -0.66404 0.43106 3.77783 0.19 -0.13 -0.06
C -1.68448 -0.45679 4.11634 0.04 -0.01 0.12
C -1.78673 -0.91320 5.41998 -0.02 0.01 -0.06
C -0.87686 -0.48328 6.37824 0.04 0.01 0.03
C 0.13792 0.40352 6.04022 -0.04 0.00 -0.03
C 0.25013 0.86205 4.73667 -0.06 -0.08 0.08
C 1.94978 1.95521 -1.29939 0.10 -0.17 0.47
C 3.03385 2.46960 -1.99378 -0.06 0.00 -0.16
C 3.01833 2.41263 -3.38098 0.04 0.03 0.09
C 1.92920 1.84696 -4.01093 -0.08 0.00 -0.07
C 0.88313 1.35473 -3.23483 -0.03 0.07 0.04
N 0.88853 1.40140 -1.90821 0.11 0.09 -0.06
H 2.93616 2.30114 2.03003 0.00 0.01 0.03
H 3.45057 3.34466 0.68294 0.05 -0.02 0.05
H 4.00627 1.66817 0.76809 0.01 -0.07 -0.06
H -2.37284 -0.78214 3.34764 -0.02 -0.01 -0.02
H -2.57512 -1.60313 5.68913 -0.01 -0.01 0.01
H -0.96108 -0.83915 7.39680 0.00 -0.01 0.01
H 0.83807 0.73942 6.79232 0.02 0.00 0.02
H 1.03178 1.55262 4.46126 0.06 0.04 -0.04
H 3.87923 2.88461 -1.46805 0.04 0.02 0.02
H 3.85075 2.79878 -3.95311 0.01 0.01 -0.01
H 1.86947 1.78158 -5.08787 -0.01 0.01 -0.04
H 0.01401 0.89246 -3.68808 -0.04 -0.03 -0.04
C -3.99711 2.32412 -3.97681 -0.05 0.09 0.03
C -2.89268 1.81400 -4.86147 0.04 0.02 -0.06
C -2.00749 2.73034 -5.42880 0.00 -0.01 0.01
C -1.02917 2.32868 -6.31671 0.06 0.04 -0.01
Cl 0.04117 3.52183 -7.01490 -0.01 -0.06 0.05
C -0.89958 0.99766 -6.67414 0.00 0.01 -0.01
C -1.75740 0.07534 -6.10443 0.00 0.04 0.02
C -2.73834 0.46655 -5.19965 -0.03 -0.10 0.02
O -3.54421 -0.53973 -4.73986 0.00 0.08 -0.05
C -3.85980 -0.57750 -3.35307 -0.20 -0.09 -0.10
C -2.67219 -0.30466 -2.45545 -0.09 0.14 -0.24
O -1.52475 -0.61643 -2.86966 -0.23 0.10 -0.36
O -2.90355 0.20274 -1.32386 -0.90 0.12 -0.54
H -4.05346 3.40914 -4.05305 -0.01 0.01 0.00
H -3.84703 2.06995 -2.92635 0.02 0.02 -0.01
H -4.96067 1.91617 -4.28473 0.00 0.01 -0.01
H -2.10785 3.78041 -5.18742 0.00 0.02 0.00
H -0.14529 0.69158 -7.38571 0.01 0.00 -0.01
H -1.68304 -0.97535 -6.34436 0.01 -0.05 0.00
H -4.19114 -1.59791 -3.15096 0.02 0.01 0.00
H -4.67412 0.10031 -3.10306 0.04 -0.08 0.03
```
Positions in Å, forces in eV/Å.

**Total charge**: 0

=====

(2)
Formula: C17H60N6O20
Source: the Open Molecules 2025 dataset
Level of theory: the ωB97M-V functional and the def2-TZVPD basis

The geometry in XYZ format:
```
103
Properties=species:S:1:pos:R:3:forces:R:3
C 13.59918 11.74008 17.70421 -4.09 2.46 -1.80
O 12.33794 11.87448 17.72498 3.14 -0.40 0.07
N 14.47435 12.72610 17.35856 0.04 1.36 0.39
N 14.25888 10.62527 17.75018 0.75 -4.98 1.17
H 15.41765 12.59533 17.69500 0.00 0.60 -0.54
H 14.12437 13.55752 16.90430 0.28 0.04 0.59
H 15.25202 10.49573 17.61981 -0.08 0.64 -0.26
H 13.76880 9.74215 17.74553 -0.36 0.42 0.40
C 12.88468 17.36725 18.57722 -2.78 0.60 2.33
O 12.03880 17.91997 19.25701 -0.66 1.05 0.64
N 14.12658 17.22907 18.94320 4.38 0.51 1.32
N 12.62189 16.64704 17.53888 -0.85 -2.05 -4.29
H 14.50143 17.81696 19.67394 -0.07 -0.16 -0.20
H 14.78548 16.79152 18.31512 0.02 0.25 0.32
H 11.70095 16.48473 17.15727 0.21 0.43 0.40
H 13.42647 16.44848 16.96154 -0.56 -0.49 -0.32
C 20.91542 15.01872 13.74390 0.57 -0.45 -1.44
O 20.07181 15.26578 14.54271 -2.43 0.96 2.81
N 21.85437 15.85136 13.34449 3.36 2.94 -0.60
N 20.91970 13.87106 13.07219 -0.17 -1.18 0.06
H 22.75464 15.53834 13.01036 -0.41 -0.63 -0.25
H 22.04152 16.72804 13.80979 -0.88 -0.09 0.31
H 20.20873 13.29688 13.50223 0.28 -0.84 -1.09
H 21.40292 13.81147 12.18730 -0.49 -0.67 0.30
C 16.26096 19.20028 15.92659 -2.18 -0.74 -1.35
C 15.21518 19.04792 14.76381 -0.88 1.85 0.34
O 15.78485 18.83230 13.49835 1.04 -0.97 -0.44
O 17.07528 20.33378 15.79125 0.23 -0.36 -0.28
H 16.75532 18.23657 15.80421 0.80 -0.02 0.84
H 15.73341 19.30348 16.87482 0.08 -0.42 0.01
H 14.68208 19.96773 14.52329 -0.11 0.45 0.98
H 14.42395 18.31905 14.93935 0.27 -0.25 0.56
H 15.86875 17.88041 13.40642 0.32 -0.07 -0.35
H 17.43023 20.24926 14.90329 0.35 0.44 -0.22
C 21.45161 11.26656 18.09036 0.64 1.49 -0.60
C 22.15707 11.82917 16.81810 0.07 -0.81 -1.25
O 21.78282 11.13762 15.60624 -0.27 -0.49 0.37
O 20.05130 11.28966 17.86124 -0.03 0.03 -0.08
H 21.62275 11.93845 18.93142 0.30 0.18 -0.02
H 21.88186 10.31577 18.40497 -0.41 -0.35 -0.40
H 23.23542 11.68226 16.75743 0.14 0.17 1.01
H 21.97066 12.86924 16.55051 -0.29 0.33 0.97
H 20.91619 10.74860 15.74490 -0.29 0.04 0.01
H 19.66210 10.41444 17.92539 -0.03 -0.71 0.03
C 18.48260 15.17996 17.30139 0.40 0.11 0.68
C 17.80607 14.20336 18.18385 0.59 -0.59 -0.18
O 17.82615 12.97339 17.43201 -1.64 0.06 0.39
O 17.59259 15.60602 16.26351 0.88 -0.20 0.69
H 19.33509 14.62847 16.90488 0.14 0.45 -0.37
H 18.85161 15.97419 17.95034 -0.04 0.70 -0.38
H 16.84919 14.62200 18.49567 -0.60 -0.74 -0.25
H 18.36376 14.01856 19.10196 0.13 0.35 0.09
H 18.54619 12.45654 17.80082 0.41 -0.38 -0.05
H 18.21040 15.79360 15.55307 -0.04 0.14 -0.72
C 20.58024 17.99297 20.01220 0.47 -1.96 0.63
C 20.29445 16.49122 20.38576 -0.90 0.89 -1.62
O 20.92684 16.08199 21.54640 0.00 -0.07 1.05
O 21.69360 18.05499 19.16102 0.18 0.42 -0.72
H 20.85718 18.47625 20.94913 -0.50 0.36 0.24
H 19.70487 18.45924 19.56007 0.40 0.10 -0.09
H 20.62131 15.77635 19.63063 0.36 0.45 -0.48
H 19.21192 16.36667 20.35923 -0.35 -0.17 0.72
H 20.39137 16.42200 22.26699 0.22 -0.06 0.38
H 22.35525 17.48680 19.56223 0.25 0.02 -0.05
C 13.95874 14.80080 21.23749 1.10 -1.81 0.10
C 13.23922 13.45882 21.82260 -0.29 3.75 -1.85
O 12.31592 13.08015 20.77921 0.86 -0.85 1.09
O 14.86211 15.41597 22.14737 -1.29 0.91 0.62
H 13.19761 15.49413 20.87962 -0.32 0.35 1.00
H 14.45793 14.66980 20.27741 0.39 -0.90 -0.10
H 12.70960 13.95569 22.63544 -0.19 -0.78 0.61
H 13.90145 12.67122 22.18208 -0.20 -0.08 -0.50
H 11.86274 13.88650 20.52228 -0.13 0.01 -0.14
H 15.69803 14.96174 22.27591 -0.51 -0.36 -0.93
C 17.24290 9.03888 16.40511 1.29 -2.19 1.21
C 17.85909 8.18745 17.55907 -0.19 -1.03 -3.10
O 19.19640 8.55414 17.67364 1.53 0.90 0.89
O 16.96307 10.21788 17.01189 -0.88 2.29 0.63
H 16.44074 8.40905 16.02046 -0.85 0.67 -0.13
H 17.94081 9.21445 15.58646 0.28 -0.51 0.04
H 17.90927 7.20122 17.09764 -0.61 -0.63 0.59
H 17.29432 8.21656 18.49089 -0.08 0.15 -0.12
H 19.72067 7.77509 17.87322 0.08 0.14 0.12
H 17.28331 10.96456 16.50050 -0.31 0.25 -0.24
C 17.24623 19.94843 19.70188 -0.77 -1.00 1.17
C 16.05217 20.87929 19.33496 1.31 1.10 0.85
O 16.39477 21.78765 18.32461 0.18 -0.42 -1.21
O 17.16143 18.59280 19.21356 -0.32 0.14 -0.63
H 17.23541 19.79208 20.78055 -0.16 0.42 0.32
H 18.24834 20.32485 19.49648 -0.33 0.67 -0.44
H 15.93070 21.61416 20.13078 -0.24 -0.69 0.81
H 15.07857 20.42636 19.14772 0.17 -0.67 0.07
H 16.67520 21.21943 17.60345 0.21 0.49 -0.86
H 18.00756 18.35362 18.82826 -0.18 0.02 -0.21
O 17.34187 14.38356 21.63860 0.23 0.08 -0.19
H 17.26947 13.42920 21.62499 0.00 -0.38 -0.05
H 17.43753 14.60378 22.56520 0.41 0.05 0.36
O 16.61243 12.38504 14.71035 -0.12 -0.40 -0.21
H 16.92907 12.83028 15.49630 0.17 0.40 0.56
H 17.14261 12.74616 13.99990 0.12 0.09 -0.21
O 14.85498 15.90316 16.01757 -0.37 0.02 -0.13
H 14.83836 15.76546 15.07048 -0.10 -0.12 -0.23
H 15.69525 15.54056 16.29810 0.78 -0.05 0.03
```
Positions in Å, forces in eV/Å.

**Total charge**: 0

=====

(3)
Formula: C2H3F3O
Source: the Open Molecules 2025 dataset
Level of theory: the ωB97M-V functional and the def2-TZVPD basis

The geometry in XYZ format:
```
9
Properties=species:S:1:pos:R:3:forces:R:3
C 0.14753 0.03379 -0.06832 0.19 0.15 0.11
C 1.57869 0.42786 0.14617 -0.36 2.31 2.28
F 2.34110 -0.50441 0.70640 -0.06 0.05 -0.03
F 2.20642 0.89013 -0.92065 0.00 0.10 -0.08
O 1.44390 1.63936 1.20502 -0.71 -2.55 -2.16
F 2.71105 2.13378 1.46006 0.84 0.06 -0.03
H 0.08284 -0.69492 -0.87165 0.06 -0.04 -0.05
H -0.42748 0.92212 -0.32341 0.04 -0.05 -0.05
H -0.23920 -0.39463 0.85208 0.00 -0.03 0.01
```
Positions in Å, forces in eV/Å.

**Total charge**: 0
**SMILES**: CC(F)(F)OF

=====

Values of calculated total energy, in order: -85064.08129 -68489.05484 -12319.10720, all in eV.
Values of ΔE to the lowest compared entry with this formula, charge and spin, in order: 36.16 60.69 84.67, all in kcal per mole.